# 1
DFT (the ωB97M-V functional and the def2-TZVPD basis) results for 2 unconnected molecules or ions with the total composition C7H14N5 in a non-equilibrium geometry.

```
26
C7H14N5 (the ωB97M-V functional and the def2-TZVPD basis)
C -1.57938 -0.00771 -0.40031
C -0.72718 -2.73664 0.76245
C 0.46246 2.97774 -0.30960
C 1.87678 2.31793 -0.57748
C -0.54731 2.15091 -0.98611
C 1.96994 0.87617 -0.13662
C -0.37001 0.77410 -0.47818
N -2.54049 -0.60840 -0.41498
N 0.74515 0.15774 -0.24010
N -1.65257 -3.37030 1.52528
N 0.05630 -1.90217 1.40403
N -0.71541 -2.79535 -0.65228
H 0.24755 3.06363 0.73927
H 0.65084 4.03455 -0.75964
H 1.94307 2.43073 -1.66780
H 2.63184 2.81962 -0.09119
H -1.65377 2.45041 -0.84008
H -0.40861 1.91584 -2.07751
H 2.82620 0.32779 -0.62791
H 2.10552 0.81512 1.02671
H -0.64031 -1.86653 -1.03835
H -1.70946 -3.28362 2.61573
H -2.38251 -3.74230 0.94565
H 0.33438 -2.26642 2.29929
H 0.54576 -1.19320 0.95602
H -1.46877 -3.33962 -0.97628
```

Results
DFT total energy ... -548.64014 Eh
Net charge ... +1
Energy above the lowest of the compared OMol25 structures with the same formula, charge and spin ... 0.0 kcal/mol
Multiplicity ... 1
Frontier orbital gap ... 10.24 eV

Atomic partial charges in e from the Löwdin method, atoms 1 to 2: number 1, C, carries -0.17; number 2, C, carries -0.43



# 2
DFT (the ωB97M-V functional and the def2-TZVPD basis) results for a single C7H14NO3PS molecule in a non-equilibrium geometry.

```
27
C7H14NO3PS (the ωB97M-V functional and the def2-TZVPD basis)
C 1.33351 2.71486 0.58708
O 1.22199 1.37436 -0.07755
C 2.10633 0.42211 0.25661
O 3.12007 0.68620 0.78923
C 1.53799 -0.91422 -0.15676
N 0.21158 -0.92267 -0.74532
P -1.12049 -0.47190 0.23693
C -2.10682 -2.00364 -0.01821
S -0.89806 0.05604 2.08795
O -1.73994 0.70325 -0.71284
C -2.78995 1.53587 -0.49935
C 2.59043 -1.95822 -0.60998
C 1.94519 -1.94103 0.84605
H 2.47263 2.72951 0.96047
H 0.67859 2.88288 1.36904
H 1.20348 3.37958 -0.19641
H 0.17214 -0.64130 -1.65128
H -3.13696 -2.06820 -0.45527
H -1.51824 -2.66896 -0.77081
H -2.17959 -2.45938 0.95591
H -2.80035 2.74329 -0.61621
H -3.03747 1.48759 0.60675
H -3.60761 1.23427 -1.11520
H 3.58479 -1.72293 -0.56934
H 2.35486 -2.83917 -1.16947
H 1.25600 -2.72586 1.12175
H 2.75503 -1.87509 1.64407
```

Results
DFT total energy ... -1295.10001 Eh
Energy above the lowest of the compared OMol25 structures with the same formula, charge and spin ... 49.5 kcal/mol
Multiplicity ... 1
Frontier orbital gap ... 9.73 eV

Atomic partial charges in e from the Löwdin method, atoms 1 to 2: number 1, C, carries 0.02; number 2, O, carries -0.10



# 3
DFT (the ωB97M-V functional and the def2-TZVPD basis) results for a molecular structure, C7H14NiO4 in a non-equilibrium geometry.

```
26
C7H14NiO4 (the ωB97M-V functional and the def2-TZVPD basis)
O -2.52334 -1.94435 1.00743
C -2.21469 -0.77491 0.94766
C -2.56339 0.14146 -0.18905
O -3.78467 0.76802 0.01161
C -4.13154 1.67469 -1.00675
H 0.51207 -1.33947 0.70546
H -2.54599 -0.46680 -1.11746
H -1.73549 0.87551 -0.29646
H -5.11550 2.08950 -0.75923
H -3.39811 2.49701 -1.07229
H -4.18948 1.17379 -1.98676
H -1.77747 -0.25311 1.82773
O 4.01215 1.24746 -0.92620
C 2.84790 1.71218 -0.31536
C 2.27669 0.69238 0.66479
O 2.31316 -0.59731 0.01254
C 1.59982 -1.63399 0.68541
C 1.82255 -2.92668 0.01830
Ni 3.82863 -0.59312 -1.12641
H 2.06526 1.94226 -1.06435
H 3.02673 2.64210 0.25608
H 1.23653 0.92542 0.92265
H 2.88866 0.62118 1.57905
H 1.91582 -1.66667 1.74026
H 2.12298 -2.96018 -1.03018
H 1.51071 -3.84636 0.51154
```

Results
DFT total energy ... -2083.91660 Eh
Net charge ... +1
Energy above the lowest of the compared OMol25 structures with the same formula, charge and spin ... 0.0 kcal/mol
Multiplicity ... 4
Frontier orbital gap (spin up / spin down) ... 7.14 / 6.16 eV

Atomic partial charges in e from the Löwdin method, atoms 1 to 2: number 1, O, carries 0.08; number 2, C, carries -0.24